# 1
Density functional theory data (ωB97M-V/def2-TZVPD) for the molecule C17H24N2O3.

Calculated values
E: -997.4793 a.u.
ΔE to the lowest compared entry with this formula, charge and spin: 11.3 kcal per mole
HOMO-LUMO gap: 9.28 eV
SMILES: CCCCCCCOc1ccc([C@]2(C)NC(=O)NC2=O)cc1

Last column: natural (NBO) charge in e.
Element x y z (Å)
C: -7.790 -0.637 -1.360  -0.60
C: -7.755 -0.573 0.163  -0.40
C: -6.613 -1.392 0.780  -0.39
C: -5.383 -0.569 1.165  -0.38
C: -4.670 0.074 -0.022  -0.40
C: -3.376 0.760 0.407  -0.42
C: -2.678 1.430 -0.779  -0.06
O: -1.477 2.077 -0.411  -0.49
C: -0.354 1.347 -0.188  0.31
C: -0.226 -0.028 -0.363  -0.26
C: 0.983 -0.650 -0.113  -0.19
C: 2.088 0.071 0.316  -0.08
C: 3.397 -0.653 0.584  0.02
C: 3.235 -1.716 1.677  -0.60
N: 4.490 0.243 0.884  -0.63
C: 5.470 0.244 -0.045  0.79
O: 6.489 0.878 -0.058  -0.61
N: 5.063 -0.675 -1.023  -0.65
C: 3.883 -1.290 -0.728  0.70
O: 3.341 -2.149 -1.368  -0.58
C: 1.965 1.447 0.471  -0.19
C: 0.763 2.074 0.228  -0.25
H: -7.936 -1.663 -1.692  0.20
H: -8.611 -0.036 -1.745  0.21
H: -6.865 -0.267 -1.794  0.20
H: -7.670 0.467 0.484  0.19
H: -8.709 -0.949 0.539  0.20
H: -6.316 -2.179 0.084  0.19
H: -6.975 -1.882 1.687  0.21
H: -5.680 0.211 1.870  0.19
H: -4.678 -1.225 1.682  0.20
H: -5.323 0.813 -0.488  0.20
H: -4.443 -0.693 -0.766  0.19
H: -3.590 1.522 1.159  0.21
H: -2.703 0.030 0.862  0.20
H: -3.309 2.230 -1.175  0.19
H: -2.499 0.706 -1.583  0.17
H: -1.054 -0.629 -0.701  0.21
H: 1.069 -1.712 -0.280  0.23
H: 2.571 -2.502 1.330  0.23
H: 2.815 -1.266 2.573  0.22
H: 4.201 -2.154 1.915  0.22
H: 4.548 0.778 1.733  0.42
H: 5.620 -0.880 -1.839  0.43
H: 2.813 2.041 0.776  0.22
H: 0.662 3.141 0.348  0.23

# 2
Density functional theory data (ωB97M-V/def2-TZVPD) for a cluster of 2 separate species, C4H11NO in total in a non-equilibrium geometry.

Calculated values
E: -289.0021 a.u.
ΔE to the lowest compared entry with this formula, charge and spin: 9.4 kcal per mole
HOMO-LUMO gap: 10.78 eV
SMILES: CC(N)=O.CC

Last column: natural (NBO) charge in e.
Element x y z (Å)
C: 1.591 0.781 -0.719  -0.73
C: 0.332 1.385 -0.153  0.67
N: 0.081 0.968 1.128  -0.84
O: -0.370 2.168 -0.746  -0.60
H: 1.423 -0.247 -1.027  0.23
H: 2.422 0.629 -0.019  0.22
H: 2.116 1.394 -1.448  0.25
H: -0.607 1.396 1.729  0.41
H: 0.642 0.219 1.487  0.39
C: -0.043 -2.427 -0.041  -0.61
C: -1.470 -2.076 0.356  -0.62
H: 0.228 -1.788 -0.880  0.20
H: 0.711 -2.212 0.719  0.19
H: 0.040 -3.471 -0.313  0.21
H: -1.848 -2.859 1.017  0.20
H: -2.167 -1.928 -0.468  0.21
H: -1.589 -1.139 0.905  0.21

# 3
Density functional theory data (ωB97M-V/def2-TZVPD) for a cluster of 2 separate species, C19H16BBrFN2O11 in total in a non-equilibrium geometry.

Calculated values
charge: -1
E: -4369.8704 a.u.
HOMO-LUMO gap: 8.29 eV

Last column: natural (NBO) charge in e.
Element x y z (Å)
C: 0.590 0.566 -1.052  -0.61
C: 0.658 -0.643 -2.030  -0.45
C: -0.711 -1.344 -2.214  -0.03
Br: -0.942 -1.839 -4.127  -0.01
N: -0.880 -2.533 -1.403  -0.56
C: 0.123 -3.525 -1.373  0.72
O: 0.483 -4.279 -2.229  -0.49
C: 0.606 -3.445 0.088  -0.12
C: 1.748 -3.899 0.651  -0.18
C: 1.897 -3.702 2.010  -0.19
C: 0.910 -3.096 2.753  -0.02
C: 1.174 -2.925 4.248  -0.44
C: 1.690 -1.463 4.460  -0.21
N: 2.958 -1.191 3.802  -0.83
C: -0.284 -2.653 2.184  0.08
C: -1.409 -2.020 3.002  -0.57
C: -1.810 -0.604 2.623  0.88
O: -2.335 0.099 3.440  -0.53
F: -1.624 -0.120 1.387  -0.32
C: -0.402 -2.823 0.828  -0.15
C: -1.523 -2.452 -0.150  0.72
O: -2.672 -2.173 0.066  -0.51
H: 0.058 0.203 -0.164  0.19
H: 1.590 0.856 -0.716  0.22
H: 0.111 1.443 -1.490  0.24
H: 1.474 -1.308 -1.727  0.20
H: 0.952 -0.231 -3.000  0.25
H: -1.495 -0.623 -1.981  0.24
H: 2.496 -4.401 0.047  0.23
H: 2.782 -4.041 2.537  0.21
H: 1.893 -3.665 4.610  0.21
H: 0.227 -3.101 4.768  0.21
H: 0.953 -0.816 3.965  0.19
H: 1.697 -1.181 5.517  0.20
H: 3.642 -1.909 3.999  0.35
H: 2.831 -1.094 2.805  0.37
H: -2.250 -2.719 3.016  0.27
H: -1.060 -1.949 4.031  0.25
B: -1.088 5.431 -3.321  1.15
O: -2.532 5.444 -3.635  -0.65
C: -3.151 6.179 -2.718  0.67
O: -4.329 6.393 -2.682  -0.55
C: -2.118 6.696 -1.734  0.67
O: -2.333 7.391 -0.782  -0.55
O: -0.922 6.249 -2.101  -0.65
O: -0.601 4.049 -3.107  -0.65
C: 0.359 3.807 -3.989  0.68
O: 0.964 2.776 -4.084  -0.57
C: 0.556 5.043 -4.846  0.67
O: 1.345 5.163 -5.740  -0.56
O: -0.294 5.979 -4.443  -0.65

# 4
Density functional theory data (ωB97M-V/def2-TZVPD) for the ion C9H13N2 with charge +1 in a non-equilibrium geometry.

Calculated values
charge: +1
E: -459.8245 a.u.
ΔE to the lowest compared entry with this formula, charge and spin: 118.9 kcal per mole
HOMO-LUMO gap: 9.29 eV

Last column: natural (NBO) charge in e.
Element x y z (Å)
C: -0.997 0.743 -2.152  -0.12
C: -0.413 1.357 -1.119  -0.26
C: -1.095 -1.451 -1.117  -0.11
C: -0.445 -1.755 1.382  0.09
C: -0.633 -1.147 0.083  -0.02
C: -0.638 -0.727 -2.319  -0.49
C: 0.295 0.185 2.599  -0.10
C: 0.349 0.656 0.015  0.13
C: 1.830 0.528 -0.340  -0.64
N: -0.085 -1.139 2.440  -0.40
N: -0.108 1.130 1.344  -0.54
H: -1.491 1.448 -2.783  0.25
H: -0.492 2.413 -1.001  0.21
H: -1.736 -2.229 -1.101  0.23
H: -0.609 -2.867 1.301  0.22
H: -1.000 -1.303 -3.168  0.25
H: 0.412 -0.737 -2.380  0.24
H: -0.121 0.371 3.568  0.26
H: 1.477 0.267 2.856  0.25
H: 1.966 -0.030 -1.231  0.25
H: 2.222 -0.197 0.304  0.23
H: 2.250 1.462 -0.257  0.23
H: -1.067 1.006 1.401  0.43
H: 0.129 2.017 1.673  0.42

# 5
Density functional theory data (ωB97M-V/def2-TZVPD) for the molecule C5H7P in a non-equilibrium geometry.

Calculated values
E: -536.0112 a.u.
ΔE to the lowest compared entry with this formula, charge and spin: 2.1 kcal per mole
HOMO-LUMO gap: 8.39 eV
SMILES: CC1=CC=PC1

Last column: natural (NBO) charge in e.
Element x y z (Å)
C: 1.408 -0.174 -0.093  -0.65
C: -0.089 0.025 -0.004  0.08
C: -0.719 1.180 0.409  -0.28
C: -2.161 1.127 0.325  -0.57
P: -2.819 -0.357 -0.164  0.58
C: -1.130 -1.100 -0.279  -0.79
H: 1.684 -0.113 0.908  0.23
H: 1.942 0.611 -0.520  0.23
H: 1.724 -1.150 -0.521  0.22
H: -0.253 2.011 0.841  0.21
H: -2.779 1.899 0.575  0.21
H: -1.000 -1.716 -1.257  0.26
H: -1.084 -1.765 0.636  0.27

# 6
Density functional theory data (ωB97M-V/def2-TZVPD) for the molecule C4H10N2O in a non-equilibrium geometry.

Calculated values
E: -343.0743 a.u.
ΔE to the lowest compared entry with this formula, charge and spin: 79.8 kcal per mole
HOMO-LUMO gap: 9.53 eV
SMILES: CN(C)NCC=O

Last column: natural (NBO) charge in e.
Element x y z (Å)
C: -0.643 -1.071 -1.357  -0.43
N: 0.000 -0.052 -0.521  -0.30
C: 1.040 0.657 -1.272  -0.42
N: 0.599 -0.730 0.745  -0.47
C: 0.289 0.182 1.834  -0.33
C: -1.020 0.939 1.375  0.45
O: -2.145 0.631 1.756  -0.56
H: 0.073 -1.833 -1.685  0.18
H: -1.445 -1.564 -0.799  0.21
H: -1.092 -0.616 -2.246  0.21
H: 1.857 -0.013 -1.559  0.19
H: 0.627 1.102 -2.185  0.21
H: 1.459 1.468 -0.670  0.20
H: 0.064 -1.588 0.912  0.36
H: 0.078 -0.366 2.757  0.22
H: 1.074 0.927 1.988  0.19
H: -0.815 1.927 0.926  0.11

no.,HOMO energy (eV),molar mass (g mol⁻¹)
1,-8.56,304.4
2,-9.92,89.1
3,-7.14,558.1
4,-13.14,149.2
5,-7.97,98.1
6,-8.57,102.1